No. 1
# C20H43BN3O16PS4

5 unconnected molecules or ions with the total composition C20H43BN3O16PS4 at a distorted geometry (ωB97M-V with the def2-TZVPD basis set, the Open Molecules 2025 dataset).

## Properties
total charge = 0
SMILES = C#C[C@](C#N)([C@@H](C#N)B(O)N(C)C)P(=O)(O)O.CCOS(C)(=O)=O.CCOS(C)(=O)=O.CCOS(C)(=O)=O.CCOS(C)(=O)=O
spin multiplicity = 1
molar mass = 751.6 g/mol
relative energy (zero: lowest compared OMol25 entry of this formula, charge and spin) = 463.57 kJ/mol

The geometry in XYZ format:
```
88
Properties=species:S:1:pos:R:3:lowdin_charge:R:1
C 5.15 -3.39 1.44 0.126
C 5.20 -2.66 0.33 -0.082
C 5.45 -1.98 -1.13 -0.367
C 5.04 -0.42 -1.07 -0.142
N 4.82 0.78 -1.23 0.153
C 4.51 -2.81 -2.16 -0.119
C 4.72 -4.39 -1.77 -0.140
N 4.64 -5.61 -1.85 0.137
B 2.92 -2.41 -2.04 -0.463
O 2.13 -2.57 -3.28 0.044
N 2.24 -1.96 -0.79 -0.121
C 1.02 -1.11 -1.11 -0.098
C 1.71 -3.11 0.03 -0.081
P 7.31 -2.07 -1.50 0.717
O 8.02 -2.47 -0.16 -0.353
O 7.75 -3.20 -2.70 -0.173
O 7.99 -0.53 -1.92 -0.182
H 4.94 -4.30 2.13 0.088
H 4.82 -2.62 -3.27 0.166
H 2.15 -3.56 -3.42 0.133
H 0.22 -1.73 -1.70 0.117
H 0.48 -0.75 -0.13 0.100
H 1.30 -0.15 -1.68 0.098
H 2.47 -3.44 0.83 0.075
H 0.73 -2.80 0.60 0.110
H 1.49 -4.00 -0.67 0.104
H 8.13 -3.98 -2.22 0.102
H 7.86 0.02 -1.10 0.079
C -2.92 0.77 4.17 -0.068
C -2.29 2.14 3.94 -0.259
O -0.88 2.11 4.17 -0.259
S 0.07 1.38 3.07 0.640
C 1.62 1.93 3.71 -0.115
O -0.15 2.00 1.78 -0.320
O -0.02 -0.04 3.26 -0.274
H -2.56 0.04 3.44 0.069
H -4.01 0.83 4.08 0.087
H -2.66 0.40 5.16 0.084
H -2.51 2.51 2.93 0.117
H -2.72 2.85 4.64 0.105
H 1.69 3.02 3.61 0.076
H 2.41 1.45 3.13 0.080
H 1.70 1.64 4.76 0.076
C 0.28 -2.45 -10.17 -0.079
C 1.26 -3.00 -9.15 -0.272
O 1.60 -2.02 -8.16 -0.268
S 0.49 -1.64 -7.03 0.611
C 1.55 -0.69 -5.98 -0.119
O 0.11 -2.85 -6.34 -0.283
O -0.48 -0.76 -7.62 -0.284
H -0.68 -2.22 -9.70 0.068
H 0.10 -3.17 -10.96 0.080
H 0.66 -1.52 -10.60 0.085
H 0.87 -3.90 -8.67 0.116
H 2.19 -3.27 -9.65 0.121
H 2.32 -1.33 -5.56 0.056
H 0.93 -0.27 -5.19 0.078
H 2.00 0.12 -6.57 0.076
C -4.71 2.20 -3.13 -0.079
C -3.42 2.92 -3.48 -0.271
O -2.60 3.12 -2.33 -0.267
S -1.83 1.84 -1.69 0.609
C -0.79 2.73 -0.57 -0.136
O -1.00 1.25 -2.71 -0.297
O -2.77 1.07 -0.93 -0.284
H -4.52 1.19 -2.78 0.068
H -5.37 2.14 -4.00 0.080
H -5.24 2.73 -2.33 0.084
H -2.87 2.38 -4.25 0.116
H -3.66 3.91 -3.88 0.121
H -0.10 3.35 -1.13 0.082
H -0.25 1.99 0.03 0.028
H -1.42 3.34 0.09 0.076
C -7.01 1.71 9.12 -0.077
C -6.38 3.07 8.89 -0.268
O -4.97 3.04 9.12 -0.264
S -4.02 2.31 8.03 0.607
C -2.47 2.86 8.67 -0.118
O -4.24 2.93 6.74 -0.288
O -4.11 0.89 8.22 -0.280
H -6.65 0.97 8.39 0.069
H -8.10 1.76 9.03 0.082
H -6.76 1.33 10.11 0.086
H -6.60 3.44 7.88 0.116
H -6.81 3.78 9.59 0.123
H -2.40 3.94 8.56 0.076
H -1.68 2.38 8.08 0.076
H -2.39 2.56 9.71 0.076
```

No. 2
# C5H23N2O6

A molecular structure, C5H23N2O6 at a distorted geometry (ωB97M-V with the def2-TZVPD basis set, the Open Molecules 2025 dataset).

## Properties
total charge = 0
spin multiplicity = 2
molar mass = 207.2 g/mol
⟨S²⟩ = 0.75
relative energy (zero: lowest compared OMol25 entry of this formula, charge and spin) = 503.04 kJ/mol

The geometry in XYZ format:
```
36
Properties=species:S:1:pos:R:3:lowdin_charge:R:1
C 0.40 0.92 2.02 -0.113
N 0.43 1.03 0.54 -0.005
C -0.74 0.60 -0.16 -0.333
C -0.94 1.34 -1.48 -0.142
C 0.05 1.08 -2.65 -0.246
N 0.80 -0.20 -2.59 0.012
C -2.06 0.76 0.74 -0.220
O -3.05 0.13 0.00 -0.090
H 1.42 1.23 2.30 0.119
H 0.37 -0.14 2.29 0.102
H -0.40 1.54 2.44 0.138
H 0.81 1.97 0.37 0.126
H -0.65 -0.56 -0.25 0.127
H -0.79 2.42 -1.27 0.117
H -1.97 1.18 -1.76 0.102
H 0.76 1.90 -2.78 0.104
H -0.64 1.02 -3.51 0.105
H 1.46 -0.18 -1.83 0.041
H 0.15 -0.97 -2.47 0.054
H -1.90 0.24 1.67 0.101
H -2.28 1.82 0.79 0.126
H 3.72 1.72 0.37 0.036
H 2.59 1.17 -0.52 -0.020
O 3.45 1.61 -0.54 -0.050
H 2.19 -2.20 0.63 0.003
H 0.54 -2.52 0.82 0.015
O 1.72 -2.30 1.47 -0.277
H -2.79 -0.81 -0.19 0.025
H -2.59 -2.04 -1.51 0.057
O -2.60 -2.39 -0.61 -0.092
H 1.89 -0.80 1.89 0.066
H 1.28 -0.30 3.38 0.136
O 1.81 -0.07 2.61 0.027
H -0.67 -3.34 0.23 0.049
H -1.60 -2.28 -0.36 -0.010
O -0.15 -2.57 -0.07 -0.190
```

No. 3
# C26H62Br6O16P4

A molecular structure, C26H62Br6O16P4 at a distorted geometry (ωB97M-V with the def2-TZVPD basis set, the Open Molecules 2025 dataset).

## Properties
total charge = 0
spin multiplicity = 1
molar mass = 1234.1 g/mol
relative energy (zero: lowest compared OMol25 entry of this formula, charge and spin) = 126.43 kJ/mol

The geometry in XYZ format:
```
114
Properties=species:S:1:pos:R:3:lowdin_charge:R:1
C -6.50 3.58 -0.61 -0.070
C -5.58 3.30 -1.77 -0.300
O -4.25 3.75 -1.56 -0.199
P -3.10 3.43 -2.64 0.414
O -2.56 2.05 -2.55 -0.262
O -1.92 4.48 -2.31 -0.198
C -1.66 4.80 -0.93 -0.246
C -0.13 4.77 -0.75 -0.065
O -3.71 3.94 -4.01 -0.186
C -2.81 4.18 -5.13 -0.242
C -3.15 5.55 -5.68 -0.068
H -6.11 3.09 0.29 0.053
H -6.59 4.61 -0.26 0.078
H -7.47 3.17 -0.87 0.082
H -5.56 2.23 -2.00 0.109
H -5.96 3.78 -2.69 0.116
H -1.97 5.84 -0.80 0.118
H -2.14 4.12 -0.23 0.107
H 0.12 5.40 0.10 0.069
H 0.24 3.75 -0.59 0.023
H 0.36 5.16 -1.64 0.079
H -1.77 4.05 -4.86 0.116
H -3.12 3.44 -5.87 0.119
H -4.20 5.53 -5.98 0.078
H -2.99 6.31 -4.91 0.078
H -2.57 5.85 -6.55 0.078
C 0.41 -2.12 -3.06 -0.093
C 0.70 -3.54 -3.57 -0.254
O 2.02 -4.02 -3.38 -0.182
P 3.09 -3.85 -4.55 0.394
O 3.19 -2.51 -5.14 -0.210
O 4.41 -4.37 -3.85 -0.173
C 4.50 -5.35 -2.80 -0.237
C 4.48 -6.77 -3.35 -0.068
O 2.81 -5.08 -5.54 -0.181
C 1.87 -5.07 -6.61 -0.288
C 2.13 -6.12 -7.66 -0.075
H 1.22 -1.41 -2.87 0.055
H -0.31 -1.54 -3.64 0.080
H 0.03 -2.23 -2.04 -0.002
H 0.04 -4.23 -3.04 0.113
H 0.40 -3.51 -4.62 0.104
H 5.52 -5.13 -2.47 0.121
H 3.77 -5.19 -2.02 0.098
H 4.44 -7.50 -2.54 0.076
H 3.64 -6.92 -4.03 0.066
H 5.39 -7.04 -3.89 0.079
H 0.89 -5.29 -6.17 0.112
H 1.77 -4.09 -7.08 0.120
H 1.56 -5.88 -8.56 0.078
H 3.16 -6.05 -8.00 0.083
H 1.94 -7.14 -7.34 0.076
C -2.31 -6.13 -0.69 -0.065
C -1.92 -6.64 0.69 -0.232
O -0.56 -6.22 0.96 -0.190
P -0.14 -5.20 2.11 0.419
O -0.61 -3.82 1.91 -0.271
O -0.62 -5.83 3.49 -0.172
C 0.13 -5.59 4.68 -0.262
C 1.07 -6.77 4.97 -0.069
O 1.45 -5.45 2.15 -0.197
C 2.31 -5.03 1.08 -0.258
C 3.63 -5.75 1.30 -0.066
H -1.51 -6.42 -1.38 0.077
H -3.26 -6.55 -1.02 0.080
H -2.38 -5.04 -0.69 0.017
H -2.50 -6.29 1.54 0.117
H -1.92 -7.73 0.62 0.117
H 0.71 -4.66 4.63 0.113
H -0.53 -5.39 5.52 0.120
H 1.47 -7.27 4.09 0.070
H 1.93 -6.41 5.54 0.077
H 0.60 -7.53 5.60 0.071
H 1.90 -5.27 0.09 0.115
H 2.47 -3.96 1.17 0.066
H 3.89 -5.72 2.35 0.078
H 3.54 -6.82 1.08 0.078
H 4.43 -5.33 0.70 0.072
C -1.01 8.47 6.98 -0.060
C 0.41 8.14 6.49 -0.256
O 0.38 6.79 5.98 -0.194
P 1.75 6.01 5.76 0.413
O 2.78 6.27 6.78 -0.228
O 1.33 4.49 5.58 -0.187
C 0.47 3.96 4.54 -0.219
C 1.31 3.54 3.34 -0.094
O 2.17 6.37 4.24 -0.192
C 2.74 7.64 3.93 -0.284
C 1.85 8.39 2.99 -0.073
H -1.76 7.97 6.36 0.077
H -1.10 7.95 7.93 0.077
H -1.14 9.54 7.12 0.075
H 0.69 8.81 5.68 0.097
H 1.15 8.17 7.29 0.113
H 0.11 3.06 5.04 0.119
H -0.31 4.69 4.32 0.117
H 0.71 2.82 2.78 -0.004
H 1.66 4.28 2.63 0.067
H 2.19 3.05 3.76 0.078
H 3.09 8.12 4.85 0.116
H 3.70 7.52 3.40 0.120
H 2.38 9.23 2.53 0.081
H 1.61 7.71 2.16 0.079
H 0.97 8.83 3.46 0.066
C 0.46 -0.50 1.35 -1.497
Br 1.78 -1.32 0.11 0.608
Br -0.27 1.15 0.55 0.573
Br 1.24 -0.16 3.10 0.600
H -0.34 -1.22 1.44 -0.089
C -4.07 -0.97 -0.62 -1.504
Br -5.73 -1.95 -0.36 0.556
Br -2.58 -2.19 -0.17 0.614
Br -4.01 0.67 0.46 0.575
H -3.83 -0.71 -1.64 -0.025
```

No. 4
# C22H30FeNOSbSe4Si

A molecular structure, C22H30FeNOSbSe4Si at a distorted geometry (ωB97M-V with the def2-TZVPD basis set, the Open Molecules 2025 dataset).

## Properties
total charge = -2
spin multiplicity = 5
molar mass = 846.0 g/mol
⟨S²⟩ = 6.05
relative energy (zero: lowest compared OMol25 entry of this formula, charge and spin) = 195.37 kJ/mol

The geometry in XYZ format:
```
61
Properties=species:S:1:pos:R:3:lowdin_charge:R:1
Fe 1.17 -1.15 -0.33 -0.219
Se 3.47 -6.02 2.81 -0.374
Sb 3.24 -5.03 0.61 -0.048
Se 1.81 -2.97 0.49 -0.032
Se -0.27 -1.85 1.03 0.272
Se 4.80 -6.44 -0.75 -0.481
C 1.88 0.35 -1.40 -0.318
Si 0.77 1.36 -0.14 0.612
C -1.17 1.41 -0.61 -0.234
N -2.13 0.38 -0.31 -0.255
C -2.66 0.52 1.03 -0.259
C -3.63 -0.56 1.47 -0.204
C -4.70 -0.84 0.40 -0.213
C -4.00 -1.03 -0.94 -0.192
C -3.19 0.21 -1.28 -0.216
C 1.16 3.23 -0.45 -0.232
C 1.88 4.02 0.46 -0.093
C 2.20 5.35 0.17 -0.110
C 1.82 5.91 -1.04 -0.129
C 1.11 5.14 -1.97 -0.113
C 0.78 3.82 -1.67 -0.105
C 1.21 1.19 1.72 -0.305
C 0.35 1.75 2.67 -0.134
C 0.43 1.40 4.01 -0.103
C 1.36 0.46 4.42 -0.103
C 2.26 -0.07 3.51 -0.080
C 2.19 0.32 2.18 -0.150
H 2.80 0.92 -1.51 -0.019
H 1.34 0.34 -2.35 -0.021
H -1.13 1.50 -1.70 0.070
H -1.55 2.37 -0.20 0.078
H -3.18 1.51 1.13 0.119
H -1.85 0.61 1.75 0.078
H -4.07 -0.24 2.42 0.105
H -3.15 -1.51 1.70 0.071
H -5.39 0.01 0.34 0.101
H -5.27 -1.73 0.68 0.099
H -4.72 -1.23 -1.75 0.102
H -3.33 -1.89 -0.90 0.113
H -3.85 1.11 -1.30 0.119
H -2.73 0.11 -2.26 0.116
H 2.21 3.59 1.40 0.090
H 2.75 5.94 0.89 0.089
H 2.08 6.94 -1.27 0.085
H 0.81 5.58 -2.92 0.088
H 0.24 3.24 -2.41 0.091
H -0.42 2.45 2.34 0.099
H -0.28 1.82 4.72 0.090
H 1.38 0.13 5.46 0.092
H 2.98 -0.82 3.80 0.109
H 2.89 -0.12 1.48 0.080
C 2.02 -3.99 -3.26 -0.024
C 0.74 -3.55 -2.60 -0.534
C -0.10 -4.62 -1.94 -0.046
O 0.47 -2.38 -2.46 -0.022
H 1.96 -4.99 -3.67 0.078
H 2.78 -4.05 -2.47 0.054
H 2.37 -3.26 -3.98 0.081
H 0.46 -5.55 -1.83 0.076
H -1.04 -4.78 -2.47 0.081
H -0.36 -4.29 -0.94 0.030
```

No. 5
# C21H37FeN9SbSe2

A molecular structure, C21H37FeN9SbSe2 at a distorted geometry (ωB97M-V with the def2-TZVPD basis set, the Open Molecules 2025 dataset).

## Properties
total charge = 0
spin multiplicity = 2
molar mass = 751.1 g/mol
⟨S²⟩ = 0.85
relative energy (zero: lowest compared OMol25 entry of this formula, charge and spin) = 80.90 kJ/mol

The geometry in XYZ format:
```
71
Properties=species:S:1:pos:R:3:lowdin_charge:R:1
Fe -0.10 0.26 0.33 0.340
C 0.26 -0.06 4.35 -0.347
Se 1.03 0.77 2.78 1.053
C 2.41 -0.56 2.48 -0.545
C 3.44 0.03 1.54 -0.521
Se 2.65 0.38 -0.22 1.031
C 3.39 -1.16 -1.12 -0.348
H -0.07 -1.07 4.12 -0.010
H -0.60 0.54 4.64 0.038
H 1.01 -0.06 5.13 0.032
H 1.92 -1.43 2.05 0.011
H 2.84 -0.82 3.45 0.080
H 4.28 -0.65 1.43 0.067
H 3.82 0.98 1.90 0.060
H 4.38 -1.36 -0.72 0.033
H 3.45 -0.89 -2.17 0.024
H 2.74 -2.03 -1.01 -0.032
N -2.35 -0.01 -2.25 0.162
C -1.01 0.10 -2.55 -0.472
N -0.55 0.21 -3.77 0.069
N 0.79 0.30 -3.61 -0.037
N 1.09 0.24 -2.36 -0.142
N -0.05 0.09 -1.63 -0.071
C -2.78 -0.14 -0.96 -0.505
N -4.03 -0.27 -0.60 0.062
N -3.97 -0.34 0.76 -0.050
N -2.77 -0.26 1.17 -0.037
N -1.95 -0.14 0.08 -0.083
H -3.02 0.07 -2.99 0.155
C -0.27 4.92 -0.43 -0.089
C 0.87 4.39 0.15 -0.078
C 0.96 3.03 0.40 -0.188
C -0.11 2.21 0.07 -0.238
C -1.25 2.72 -0.52 -0.084
C -1.33 4.09 -0.76 -0.068
H -0.34 5.98 -0.62 0.102
H 1.70 5.04 0.41 0.105
H 1.87 2.64 0.85 0.022
H -2.07 2.08 -0.80 0.082
H -2.22 4.49 -1.22 0.106
C 2.79 -4.24 0.62 -0.167
C 1.30 -4.53 0.81 -0.556
C 0.96 -5.91 0.24 -0.143
Sb 0.07 -2.89 0.09 1.562
C -0.73 -3.40 -1.84 -0.554
C 0.35 -3.16 -2.90 -0.151
C -1.38 -4.76 -2.00 -0.130
C -1.62 -3.31 1.38 -0.555
C -1.42 -2.55 2.68 -0.202
C -1.88 -4.78 1.70 -0.143
H 3.39 -5.03 1.07 0.080
H 3.08 -3.29 1.08 0.048
H 3.05 -4.20 -0.44 0.069
H 1.07 -4.52 1.88 0.074
H 1.25 -5.97 -0.81 0.071
H -0.09 -6.16 0.31 0.047
H 1.53 -6.68 0.78 0.082
H -1.50 -2.63 -1.94 0.065
H 1.17 -3.88 -2.78 0.073
H 0.77 -2.16 -2.85 0.026
H -0.06 -3.30 -3.90 0.084
H -0.65 -5.57 -1.96 0.058
H -1.88 -4.82 -2.98 0.083
H -2.15 -4.95 -1.24 0.057
H -2.48 -2.90 0.85 0.073
H -0.60 -3.00 3.26 0.074
H -2.32 -2.58 3.30 0.092
H -1.20 -1.50 2.51 -0.007
H -1.01 -5.25 2.18 0.063
H -2.13 -5.37 0.82 0.052
H -2.71 -4.87 2.40 0.083
```